1.
14
Properties=species:S:1:pos:R:3:forces:R:3:lowdin_charge:R:1 method="wB97M-V/def2-TZVPD" homo_ev=-9.449 lumo_ev=0.841 smiles=BrC#CCC1CC1 homo_lumo_gap_ev=10.290 e_tot_ev=-76375.1046 mol_weight_da=159.03
Br -4.660 0.188 -0.006 0.3 -0.1 0.0 0.7317
C -2.922 -0.318 0.048 -0.1 0.0 0.1 -0.6425
C -1.775 -0.666 0.115 -0.7 0.2 -0.1 -0.1333
C -0.374 -1.045 0.140 0.2 0.1 -0.1 -0.1839
C 0.488 0.013 -0.518 0.1 0.0 0.1 -0.3084
C 1.915 0.177 -0.091 0.2 -0.1 -0.1 -0.1252
C 0.909 1.235 0.244 -0.1 0.1 -0.1 -0.1173
H -0.071 -1.190 1.180 0.1 -0.1 0.0 0.1244
H -0.260 -1.996 -0.391 0.1 0.0 0.2 0.1242
H 0.264 0.151 -1.567 0.1 0.1 0.0 0.1379
H 2.660 0.391 -0.843 0.0 0.0 -0.1 0.0951
H 2.277 -0.451 0.711 0.0 0.0 0.1 0.0987
H 0.596 1.341 1.270 -0.1 -0.1 0.1 0.1017
H 0.953 2.171 -0.292 0.0 0.0 -0.1 0.0970

2.
17
Properties=species:S:1:pos:R:3:forces:R:3:lowdin_charge:R:1 method="wB97M-V/def2-TZVPD" homo_ev=-12.698 lumo_ev=-6.298 total_charge=+1 homo_lumo_gap_ev=6.400 e_tot_ev=-149388.8373 mol_weight_da=266.94
C 1.421 0.064 0.591 1.2 -0.4 2.3 -0.1093
C -0.832 0.602 -0.190 0.1 4.7 2.1 -0.2630
C 0.161 0.255 0.936 -1.8 -0.3 0.0 -0.2740
C 2.079 0.543 -0.592 2.4 1.3 3.5 -0.7266
C -1.061 1.892 -0.102 0.5 -2.4 -0.1 -0.4427
C -1.312 -0.223 -1.248 -1.9 1.7 -2.0 0.0104
N 1.900 0.184 -1.703 -2.2 -1.7 -3.3 0.1782
N -0.338 0.123 2.227 -1.6 1.1 -2.1 0.1556
Br 3.641 1.731 0.026 -0.8 -0.4 -0.5 0.5902
Br -1.360 3.573 0.021 0.0 0.6 0.1 1.1499
H 2.077 -0.329 1.409 -0.4 0.4 -0.9 0.1420
H -1.445 -1.145 -0.866 -1.4 -3.3 1.2 0.0774
H -2.139 0.206 -1.905 1.0 -0.7 1.2 0.1545
H -0.469 -0.385 -1.818 2.0 -0.2 -1.9 0.0642
H 2.314 0.475 -2.542 1.1 0.7 -0.9 0.0841
H 0.251 -0.356 2.822 1.2 -1.0 1.7 0.0795
H -1.335 0.094 2.447 0.7 -0.2 -0.5 0.1295

3.
16
Properties=species:S:1:pos:R:3:forces:R:3:lowdin_charge:R:1 method="wB97M-V/def2-TZVPD" homo_ev=-9.431 lumo_ev=-0.785 smiles="C/N=C1/C=NC=C[C@H]1Br" homo_lumo_gap_ev=8.647 e_tot_ev=-79355.5484 mol_weight_da=187.04
C 1.561 -1.963 -0.332 0.2 0.1 3.0 -0.1381
N 1.088 -0.856 -1.031 -2.0 2.5 -1.9 0.0332
C 0.074 -0.143 -0.697 0.7 -2.3 1.4 -0.3428
C -0.295 1.056 -1.396 0.0 0.9 0.6 -0.1593
N -0.609 2.140 -0.833 0.4 0.9 2.7 0.0974
C -0.495 2.093 0.633 0.0 1.6 -0.5 -0.1033
C -0.705 0.967 1.322 0.2 0.4 -2.5 -0.1368
C -0.815 -0.292 0.542 -0.7 0.7 -1.0 -0.4654
Br -2.817 -0.556 -0.125 1.3 0.1 0.4 0.5462
H 1.962 -1.413 0.608 -0.4 -1.7 -0.8 0.1234
H 0.715 -2.677 -0.063 1.4 0.5 -0.2 0.1089
H 2.444 -2.408 -0.813 -0.7 -0.1 0.0 0.0760
H -0.385 1.072 -2.413 0.0 -0.3 -2.8 0.0950
H -0.291 3.085 1.194 -0.5 -1.7 -1.3 0.1364
H -0.760 1.087 2.342 -0.2 -0.5 2.2 0.0778
H -0.673 -1.192 1.061 0.2 -1.0 0.8 0.0515

4.
16
Properties=species:S:1:pos:R:3:forces:R:3:lowdin_charge:R:1 method="wB97M-V/def2-TZVPD" homo_ev=-9.514 lumo_ev=0.641 homo_lumo_gap_ev=10.155 e_tot_ev=-79355.8372 mol_weight_da=187.04
C -2.293 0.053 1.220 -0.1 0.2 -0.2 -0.0622
C -1.344 -0.868 1.695 0.0 0.1 -0.2 -0.1479
C -1.764 0.525 0.050 0.0 -0.2 0.2 -0.0889
C 2.699 0.386 -0.271 -0.1 0.0 -0.1 0.0281
C 1.728 -0.353 -0.775 0.2 -0.1 0.0 -0.2633
C 0.385 0.161 -1.119 -0.4 4.8 -0.9 -0.6930
N -0.317 -0.952 0.879 0.5 -0.6 0.2 0.0858
N -0.576 -0.108 -0.122 -0.7 0.1 0.4 -0.2339
Br -0.202 -0.511 -2.884 0.1 0.0 0.2 0.6416
H -3.220 0.334 1.675 -0.2 0.1 0.1 0.0895
H -1.372 -1.456 2.590 0.0 -0.1 0.2 0.0990
H -2.113 1.237 -0.669 -0.1 0.2 -0.1 0.1142
H 3.641 -0.047 0.015 0.1 -0.1 0.0 0.0601
H 2.583 1.444 -0.115 -0.1 0.3 0.0 0.0593
H 1.845 -1.417 -0.921 0.1 -0.1 0.0 0.0976
H 0.322 1.572 -1.248 0.6 -4.5 0.2 0.2138

5.
17
Properties=species:S:1:pos:R:3:forces:R:3:lowdin_charge:R:1 method="wB97M-V/def2-TZVPD" homo_ev=-8.878 lumo_ev=-0.258 smiles="NC(=O)[C@@]1(Br)C=CN=CC1" homo_lumo_gap_ev=8.620 e_tot_ev=-81403.9798 mol_weight_da=203.04
N -0.415 0.965 2.438 2.2 0.1 2.2 0.1333
C 0.318 0.038 1.810 -1.9 0.0 -4.1 -0.5029
O 1.365 -0.471 2.041 0.7 -0.3 1.0 0.0892
C -0.333 -0.249 0.212 -1.2 -1.2 2.6 -0.5350
Br -2.422 -0.298 0.528 0.2 -0.1 -0.2 0.6067
C -0.163 0.935 -0.585 1.4 0.2 -2.3 -0.1491
C 0.239 0.856 -1.889 -0.8 -0.2 1.5 -0.1192
N 0.159 -0.319 -2.549 -0.3 -3.9 -1.1 0.0512
C 0.051 -1.443 -1.945 1.0 1.8 2.8 -0.0927
C 0.073 -1.597 -0.419 1.4 2.1 0.6 -0.1579
H -1.289 1.265 2.073 -0.5 0.1 0.0 0.0178
H -0.013 1.327 3.332 -0.9 -0.4 -1.2 0.1486
H -0.354 1.858 -0.131 -0.1 1.3 0.6 0.0858
H 0.454 1.547 -2.674 0.2 1.7 0.7 0.1056
H -0.162 -2.393 -2.315 -0.2 -1.1 -2.1 0.0900
H -0.479 -2.483 -0.200 -1.1 -0.2 0.5 0.0937
H 1.010 -1.796 0.176 0.0 0.1 -1.3 0.1350

6.
16
Properties=species:S:1:pos:R:3:forces:R:3:lowdin_charge:R:1 method="wB97M-V/def2-TZVPD" homo_ev="-7.737 / -7.926" lumo_ev="-0.902 / -0.951" homo_lumo_gap_ev="6.835 / 6.976" e_tot_ev=-40666.4150 mol_weight_da=181.00
C -1.136 -0.596 1.303 0.4 -0.3 0.2 -0.1047
C 0.208 -0.788 1.346 -0.6 -0.1 0.4 -0.1710
C -1.062 -0.036 -1.061 -0.1 0.0 0.2 -0.1115
C -1.749 -0.153 0.085 0.2 0.2 -0.7 -0.6935
C 0.367 -0.468 -1.151 0.0 -0.1 0.0 -0.2514
C 1.007 -0.558 0.204 0.8 2.0 -0.5 -0.8080
P 1.707 1.984 0.563 -0.3 -1.5 0.5 0.7056
Cl -3.431 0.248 0.149 -0.2 0.1 0.0 0.6727
Cl 2.611 -1.219 0.195 0.2 -0.3 0.0 0.6328
H -1.756 -0.756 2.169 0.0 0.0 0.1 0.1013
H 0.696 -1.080 2.262 0.0 0.0 0.1 0.1083
H -1.542 0.299 -1.967 -0.1 0.0 0.0 0.1079
H 0.404 -1.460 -1.631 0.0 -0.1 0.0 0.1261
H 0.926 0.197 -1.814 0.0 -0.1 0.1 0.0985
H 0.482 2.423 0.063 -0.5 0.2 -0.2 -0.2098
H 2.269 1.964 -0.714 0.2 -0.1 -0.5 -0.2035

7.
17
Properties=species:S:1:pos:R:3:forces:R:3:lowdin_charge:R:1 method="wB97M-V/def2-TZVPD" homo_ev=-4.094 lumo_ev=2.934 total_charge=-1 homo_lumo_gap_ev=7.028 e_tot_ev=-24555.7372 mol_weight_da=161.59
C -0.136 -0.375 -0.737 0.2 -1.0 -0.3 -0.6618
H 1.003 -1.353 0.785 -0.2 0.3 -0.1 0.1201
Cl -0.237 -2.241 -1.256 0.0 0.9 0.3 0.5327
C 0.391 -0.438 0.721 0.0 -0.1 0.0 -0.3822
C 0.795 0.265 -1.752 0.0 0.3 0.2 -0.1064
H 0.834 1.336 -1.516 -0.1 0.0 0.0 0.0840
H 1.804 -0.159 -1.662 -0.3 0.0 0.0 0.0871
H 0.397 0.120 -2.764 0.2 0.0 0.3 0.0846
C -1.534 0.048 -0.878 -1.2 -0.3 -0.5 -0.2741
N -2.666 0.067 -1.123 1.2 0.3 0.4 0.1760
C -0.717 -0.518 1.771 -0.1 0.1 0.0 -0.0623
H -1.307 0.406 1.722 0.1 -0.2 0.1 0.0929
H -1.358 -1.387 1.567 0.1 0.3 0.0 0.0810
H -0.278 -0.626 2.772 -0.1 0.1 -0.3 0.0858
C 1.345 0.633 1.028 1.0 0.7 0.3 -0.2207
N 2.245 1.282 1.352 -0.8 -0.5 -0.3 0.1609
F -0.580 2.941 -0.030 0.1 -0.7 -0.1 -0.7976

8.
16
Properties=species:S:1:pos:R:3:forces:R:3:lowdin_charge:R:1 method="wB97M-V/def2-TZVPD" homo_ev=-8.179 lumo_ev=0.541 smiles="CC(N)=C=C=N.C#CCl" homo_lumo_gap_ev=8.720 e_tot_ev=-21832.7196 mol_weight_da=142.59
C 1.012 -1.049 1.100 0.1 3.2 -1.5 -0.0125
C 0.993 -0.557 -0.394 0.3 -0.4 0.8 -0.4044
N 1.218 -1.456 -1.439 -0.7 0.3 -0.7 0.0811
C 0.605 0.645 -0.751 -0.2 0.5 0.5 -0.0549
C 0.260 1.857 -0.636 -0.2 -0.2 -0.6 -0.2277
N -0.138 3.005 -0.628 0.0 0.7 1.4 0.1188
H -0.048 -0.731 1.356 1.4 -1.0 0.6 0.0674
H 1.804 -0.424 1.698 -1.6 -1.3 -1.1 0.1161
H 1.242 -2.084 1.037 -0.1 -0.9 0.7 0.0457
H 0.893 -1.001 -2.307 0.4 -0.5 0.6 0.0986
H 2.158 -1.752 -1.575 0.8 -0.6 0.3 0.0781
H 0.165 3.633 -1.334 -0.1 0.4 -1.0 0.0491
C -2.651 0.526 1.500 0.5 -1.1 -0.8 0.0448
C -2.518 -0.236 0.580 -0.4 0.1 0.1 -0.7365
Cl -2.469 -1.314 -0.655 0.0 0.1 -0.1 0.7160
H -2.525 0.938 2.448 -0.2 0.8 0.7 0.0204

9.
17
Properties=species:S:1:pos:R:3:forces:R:3:mulliken_spin:R:1 method="wB97M-V/def2-TZVPD" spin_multiplicity=3 homo_ev="-5.575 / -9.000" lumo_ev="0.794 / -2.177" homo_lumo_gap_ev="6.369 / 6.823" e_tot_ev=-23879.9324 mol_weight_da=158.59
C 0.949 -1.461 -0.812 -2.9 -2.6 -1.1 0.4853
C -0.408 -1.871 -0.618 3.9 -3.3 -4.2 0.0846
C -0.992 -0.105 0.803 1.8 -2.5 3.0 -0.0017
C -0.762 1.820 -0.561 0.2 -2.3 -0.1 0.0042
C 0.514 -0.079 1.163 -1.4 0.9 0.2 0.0553
C 1.335 -0.472 0.056 2.6 3.6 1.4 0.6645
N -1.280 -1.254 0.042 -3.8 0.5 1.2 0.4429
N 0.422 1.475 -0.887 -2.2 0.9 0.5 0.0616
O -1.489 1.003 0.260 -0.8 4.3 -2.4 0.0258
Cl 2.852 0.264 0.150 1.2 -0.3 -0.6 0.0945
H 1.587 -1.946 -1.514 0.4 -0.3 -0.2 0.0187
H -0.668 -2.827 -1.221 0.0 1.6 1.1 0.0244
H -1.606 -0.120 1.722 0.5 -0.7 0.0 0.0162
H -1.458 2.576 -0.915 0.5 0.5 0.0 0.0012
H 0.770 0.890 1.601 0.3 -0.4 0.0 -0.0036
H 0.794 -0.903 1.760 -0.6 -0.8 2.3 0.0241
H 0.886 2.125 -1.458 0.5 1.1 -1.1 0.0021

10.
15
Properties=species:S:1:pos:R:3:forces:R:3:lowdin_charge:R:1 method="wB97M-V/def2-TZVPD" homo_ev=-8.476 lumo_ev=0.574 smiles="OC1=C(Cl)CC1.C#C" homo_lumo_gap_ev=9.051 e_tot_ev=-20900.7787 mol_weight_da=130.57
O 0.905 0.208 1.999 -0.8 0.2 2.2 0.0563
C 1.101 0.279 0.684 -1.9 1.2 0.0 -0.4045
C 0.380 0.723 -0.345 0.3 0.4 -2.4 -0.6480
Cl -1.084 1.597 -0.690 0.3 -0.4 0.6 0.6249
C 1.417 0.333 -1.429 -0.2 -3.5 0.9 -0.1384
C 2.291 -0.029 -0.135 2.0 -0.9 -0.1 -0.1282
H 0.059 0.563 2.452 1.9 -0.7 -2.1 0.1704
H 1.884 1.014 -2.145 -0.4 0.1 0.3 0.0911
H 1.177 -0.743 -1.953 0.3 2.8 0.9 0.1471
H 3.139 0.672 0.020 -0.6 -0.1 -0.1 0.1160
H 2.773 -1.051 -0.015 -0.9 0.9 -0.4 0.1246
C -3.661 -0.588 0.897 1.5 -2.2 -3.2 0.0015
C -3.322 -1.213 -0.096 -1.6 1.7 2.1 -0.0026
H -3.671 -0.128 1.808 -0.3 1.0 1.7 -0.0155
H -3.387 -1.639 -1.051 0.4 -0.5 -0.7 0.0054

11.
15
Properties=species:S:1:pos:R:3:forces:R:3:lowdin_charge:R:1 method="wB97M-V/def2-TZVPD" homo_ev=-10.096 lumo_ev=0.943 smiles=C#C[C@]1(Cl)CO[C@@H]1C homo_lumo_gap_ev=11.039 e_tot_ev=-20902.3390 mol_weight_da=130.57
C -1.649 0.075 2.115 0.4 0.0 -0.1 0.1470
C -0.722 0.095 1.348 -0.7 -0.6 -0.4 -0.1483
C 0.246 0.045 0.261 0.0 1.2 -0.6 -0.7057
Cl 1.621 -1.036 0.687 -0.3 0.3 -0.2 0.6515
C 0.637 1.487 -0.263 0.6 -1.3 0.2 -0.1468
O -0.096 1.324 -1.483 0.1 -0.4 0.7 -0.0769
C -0.284 -0.097 -1.214 -0.9 0.4 -0.3 -0.3434
C -1.674 -0.609 -1.550 0.0 -0.2 0.1 -0.0310
H -2.439 0.043 2.833 0.1 0.1 -0.1 0.0359
H 1.729 1.523 -0.346 -0.1 0.2 -0.5 0.1124
H 0.285 2.311 0.312 -0.3 0.6 0.5 0.1127
H 0.384 -0.605 -1.880 0.9 -0.7 0.2 0.1267
H -2.468 0.023 -1.168 0.0 0.2 0.2 0.0758
H -1.785 -0.631 -2.655 0.1 -0.3 0.7 0.0921
H -1.817 -1.610 -1.090 0.1 0.4 -0.5 0.0979

12.
18
Properties=species:S:1:pos:R:3:forces:R:3:lowdin_charge:R:1 method="wB97M-V/def2-TZVPD" homo_ev=-8.488 lumo_ev=0.475 smiles=Oc1ccc([SiH2]Cl)c(O)c1O homo_lumo_gap_ev=8.963 e_tot_ev=-32877.9646 mol_weight_da=190.66
O -3.027 0.844 0.266 -0.2 -0.6 -0.3 0.0726
C -1.688 0.639 0.302 0.8 -0.2 0.5 -0.2390
C -0.767 1.580 0.777 -0.8 0.9 -0.7 -0.0531
C 0.591 1.341 0.652 1.3 1.0 1.5 -0.1708
C 1.113 0.148 0.279 -1.4 -3.6 -2.2 -0.2446
Si 2.798 -0.421 -0.439 -2.0 0.1 1.1 0.2382
Cl 4.231 0.941 -0.042 0.6 0.5 0.1 0.2702
C 0.078 -0.956 -0.144 3.0 3.8 1.3 -0.2504
O 0.611 -2.088 -0.664 -0.5 0.7 0.4 0.0221
C -1.257 -0.672 -0.129 -1.3 0.1 -0.7 -0.1337
O -2.191 -1.619 -0.740 2.3 1.6 0.8 0.0328
H -3.270 1.649 0.716 0.1 0.4 0.2 0.1097
H -0.907 2.666 1.039 -1.1 -1.5 -0.2 0.1282
H 1.217 2.205 1.040 -0.3 -1.3 -0.9 0.1251
H 2.593 -0.561 -1.866 0.2 0.0 -0.5 -0.0430
H 3.003 -1.699 0.222 0.6 -0.3 0.0 -0.0428
H -0.175 -2.393 -1.096 -0.5 -1.6 -0.9 0.0952
H -2.952 -1.603 -0.173 -0.8 -0.1 0.3 0.0832

Going through the records in order, we get relative energy (zero: lowest compared OMol25 entry of this formula, charge and spin) values of 1.366 2.501 1.136 0.847 0.504 1.150 1.412 4.472 1.564 4.755 3.194 0.713 eV.